ORCA calculation (ωB97M-V/def2-TZVPD) on a molecular structure, C35H43ClN2PtSi2.

Results
frontier orbital gap (spin up / spin down): 0.276 / 0.163 Ha
expectation value of S²: 6.02
net charge: +2
ΔE to the lowest compared entry with this formula, charge and spin: 0.00 kcal per mole
energy: -2626.809939 a.u.
spin multiplicity: 5
max |F|: 3.070 eV/Å

Each line ends with the Löwdin charge.
Atoms and positions in Å:
C -0.525 1.251 0.792  -0.042
C 0.891 0.844 0.517  -0.279
C 1.385 1.901 -0.397  -0.032
H 1.529 0.468 1.321  0.098
C 0.340 2.736 -0.751  0.001
C -0.824 2.364 0.017  -0.040
H -1.766 2.914 0.023  0.134
H -1.130 0.835 1.596  0.116
H 2.419 2.007 -0.716  0.104
H 0.382 3.578 -1.441  0.132
Pt 0.713 -0.811 -0.851  1.102
Si 5.222 -1.308 -4.184  0.850
C 6.315 -2.799 -4.013  -0.329
C 6.297 -3.899 -4.892  -0.081
H 5.522 -3.968 -5.659  0.110
C 7.283 -4.891 -4.796  -0.063
H 7.276 -5.740 -5.484  0.113
C 8.286 -4.800 -3.821  -0.058
H 9.065 -5.561 -3.754  0.114
C 8.289 -3.723 -2.925  -0.070
H 9.066 -3.640 -2.162  0.112
C 7.294 -2.746 -3.003  -0.129
H 7.283 -1.924 -2.281  0.095
C 5.488 -0.615 -5.886  -0.320
C 6.810 -0.288 -6.254  -0.090
H 7.625 -0.408 -5.535  0.111
C 7.090 0.196 -7.536  -0.064
H 8.120 0.431 -7.817  0.116
C 6.049 0.384 -8.452  -0.064
H 6.267 0.757 -9.457  0.115
C 4.727 0.111 -8.073  -0.075
H 3.918 0.281 -8.788  0.109
C 4.440 -0.373 -6.791  -0.106
H 3.409 -0.575 -6.488  0.096
H 5.898 -0.290 -3.370  0.023
Si 2.573 -1.291 -2.246  0.101
C 2.649 0.531 -2.873  -0.374
C 3.812 1.287 -2.650  -0.162
H 4.619 0.883 -2.034  0.083
C 3.974 2.536 -3.265  -0.043
H 4.897 3.099 -3.102  0.124
C 2.963 3.034 -4.092  -0.048
H 3.088 4.008 -4.573  0.121
C 1.801 2.283 -4.307  -0.062
H 1.000 2.691 -4.924  0.115
C 1.663 1.009 -3.739  -0.120
H 0.786 0.393 -3.954  0.094
C 3.893 -1.658 -0.944  -0.358
C 4.218 -0.695 0.017  -0.127
H 3.697 0.269 0.034  0.081
C 5.198 -0.963 0.978  -0.058
H 5.425 -0.215 1.737  0.115
C 5.880 -2.182 0.966  -0.049
H 6.655 -2.389 1.707  0.120
C 5.573 -3.136 -0.009  -0.060
H 6.115 -4.082 -0.043  0.121
C 4.572 -2.884 -0.949  -0.122
H 4.327 -3.635 -1.703  0.096
H 3.631 -1.511 -3.475  -0.072
Cl 1.844 -3.118 -3.079  0.341
C 1.301 -3.310 0.736  -0.062
N 0.237 -2.270 0.720  -0.358
C 0.144 -1.706 2.092  -0.062
C -1.097 -2.890 0.386  -0.149
C -2.028 -1.800 -0.091  -0.156
N -1.421 -1.173 -1.308  -0.369
C -1.501 -2.116 -2.463  -0.080
C -2.185 0.042 -1.674  -0.059
H 2.253 -2.826 0.983  0.088
H 1.058 -4.068 1.498  0.115
H 1.383 -3.761 -0.259  0.069
H 0.017 -2.544 2.796  0.117
H 1.074 -1.184 2.334  0.092
H -0.715 -1.036 2.177  0.073
H -0.942 -3.673 -0.366  0.125
H -1.522 -3.345 1.292  0.147
H -3.015 -2.215 -0.355  0.152
H -2.165 -1.015 0.662  0.108
H -2.559 -2.371 -2.650  0.116
H -1.089 -1.611 -3.347  0.093
H -0.919 -3.021 -2.263  0.051
H -2.398 0.625 -0.776  0.072
H -3.135 -0.258 -2.146  0.116
H -1.587 0.638 -2.370  0.097

---

ORCA calculation (ωB97M-V/def2-TZVPD) on a molecular structure, C35H43ClP2PbSi2.

Results
frontier orbital gap (spin up / spin down): 0.177 / 0.177 Ha
net charge: +2
ΔE to the lowest compared entry with this formula, charge and spin: 20.02 kcal per mole
energy: -3273.606726 a.u.
max |F|: 3.478 eV/Å

Each line ends with the Löwdin charge.
Atoms and positions in Å:
C -1.331 -0.821 1.159  -0.136
C -1.928 -0.194 0.023  -0.154
C -1.797 -1.077 -1.094  -0.278
H -2.483 0.745 0.029  0.108
C -1.192 -2.302 -0.605  -0.267
C -0.934 -2.129 0.785  -0.111
H -0.562 -2.890 1.461  0.116
H -1.344 -0.418 2.165  0.102
H -2.267 -0.951 -2.066  0.084
H -1.105 -3.220 -1.182  0.102
Pb 0.788 -0.688 -1.296  1.244
Si 1.023 0.130 -6.993  0.762
C 1.348 1.683 -8.042  -0.274
C 2.409 2.184 -8.854  -0.056
H 3.367 1.683 -8.876  0.106
C 2.190 3.325 -9.641  -0.065
H 2.994 3.729 -10.277  0.121
C 0.951 3.971 -9.665  -0.055
H 0.779 4.867 -10.266  0.117
C -0.109 3.462 -8.896  -0.067
H -1.107 3.902 -8.910  0.112
C 0.107 2.346 -8.085  -0.176
H -0.721 1.954 -7.482  0.074
C 1.305 -1.295 -8.120  -0.334
C 0.557 -1.313 -9.322  -0.089
H -0.055 -0.436 -9.598  0.114
C 0.617 -2.428 -10.174  -0.064
H 0.036 -2.436 -11.112  0.119
C 1.445 -3.516 -9.844  -0.063
H 1.495 -4.398 -10.530  0.126
C 2.226 -3.468 -8.672  -0.076
H 2.895 -4.309 -8.439  0.112
C 2.179 -2.356 -7.817  -0.106
H 2.840 -2.279 -6.944  0.099
H -0.447 -0.121 -6.847  0.044
Si 0.800 0.349 -4.094  0.346
C -0.174 -1.308 -4.303  -0.387
C -1.540 -1.292 -4.728  -0.108
H -2.115 -0.345 -4.790  0.113
C -2.158 -2.528 -4.991  -0.042
H -3.183 -2.528 -5.426  0.133
C -1.555 -3.760 -4.693  -0.028
H -2.055 -4.737 -4.913  0.141
C -0.266 -3.733 -4.159  -0.063
H 0.222 -4.682 -3.873  0.130
C 0.446 -2.540 -3.986  -0.153
H 1.416 -2.534 -3.494  0.083
C -0.325 1.854 -4.015  -0.316
C -1.648 1.867 -3.469  -0.100
H -1.973 1.060 -2.781  0.087
C -2.512 2.942 -3.743  -0.046
H -3.533 2.932 -3.341  0.124
C -2.093 4.033 -4.528  -0.019
H -2.801 4.822 -4.806  0.128
C -0.771 4.046 -5.007  -0.043
H -0.425 4.880 -5.601  0.119
C 0.103 2.984 -4.738  -0.121
H 1.147 3.036 -5.079  0.115
H 1.745 0.093 -5.650  -0.059
Cl 2.877 0.713 -3.547  0.316
C 1.999 3.191 -1.238  -0.268
P 1.014 1.995 -0.216  0.753
C -0.499 2.982 0.060  -0.247
C 1.797 2.239 1.444  -0.418
C 1.062 1.661 2.685  -0.442
P 1.901 0.575 3.955  0.865
C 3.443 1.582 4.085  -0.298
C 2.633 -0.710 2.855  -0.320
H 3.008 2.787 -1.458  0.032
H 2.082 4.119 -0.630  0.065
H 1.495 3.411 -2.200  0.031
H -0.156 3.998 0.316  0.068
H -1.115 2.992 -0.849  0.033
H -1.050 2.552 0.905  0.044
H 2.839 1.881 1.342  0.070
H 1.836 3.329 1.557  0.085
H 0.791 2.505 3.318  0.070
H 0.130 1.106 2.402  0.033
H 3.472 2.078 5.078  0.044
H 4.325 0.924 3.978  0.044
H 3.418 2.345 3.265  0.031
H 3.495 -1.138 3.384  0.044
H 1.893 -1.486 2.639  0.016
H 2.966 -0.211 1.927  0.021

---

ORCA calculation (ωB97M-V/def2-TZVPD) on a molecular structure, C35H43IN4O3P2STbTe.

Results
frontier orbital gap (spin up / spin down): 0.125 / 0.126 Ha
expectation value of S²: 12.70
net charge: -1
ΔE to the lowest compared entry with this formula, charge and spin: 0.00 kcal per mole
energy: -4275.290870 a.u.
spin multiplicity: 7
max |F|: 3.746 eV/Å

Each line ends with the Löwdin charge.
Atoms and positions in Å:
Tb -0.331 -0.555 -0.462  1.022
N -1.642 -3.615 7.057  0.079
C -1.712 -2.840 5.948  -0.324
C -1.341 -3.361 4.694  -0.040
C -1.357 -2.603 3.532  -0.037
C -1.705 -1.236 3.666  -0.279
C -2.180 -0.733 4.892  -0.061
C -2.111 -1.454 6.074  -0.018
S -1.709 -0.319 2.175  0.617
O -2.739 0.659 2.389  -0.279
O -1.972 -1.333 1.089  -0.450
N -0.294 0.225 1.690  -0.263
C 0.509 1.134 2.338  -0.434
N 0.167 1.561 3.574  0.133
C 0.972 2.354 4.299  -0.109
C 2.237 2.664 3.781  -0.051
C 2.503 2.179 2.457  -0.127
N 1.642 1.486 1.703  0.089
H -1.154 -4.557 7.123  0.139
H -1.836 -3.121 7.900  0.076
H -1.214 -4.417 4.549  0.101
H -1.188 -2.975 2.519  0.099
H -2.637 0.246 4.972  0.113
H -2.493 -1.089 6.997  0.090
H 0.632 2.656 5.247  0.089
H 2.988 3.257 4.255  0.076
H 3.520 2.350 2.025  0.108
C 2.935 -1.968 -3.608  -0.287
P 1.478 -0.928 -3.262  0.813
C 0.244 -1.381 -4.539  -0.252
C 2.162 0.606 -4.008  -0.393
C 2.691 0.706 -5.281  -0.100
C 3.133 1.944 -5.738  -0.123
C 3.063 3.012 -4.918  -0.110
C 2.567 2.947 -3.605  -0.084
C 2.186 1.704 -3.104  -0.377
P 1.898 1.465 -1.297  0.805
C 1.384 3.136 -0.995  -0.308
C 3.645 1.337 -0.809  -0.281
H 2.831 -2.368 -4.630  0.037
H 2.934 -2.843 -2.965  -0.004
H 3.878 -1.453 -3.532  0.036
H 0.798 -1.768 -5.430  0.043
H -0.294 -0.485 -4.821  0.033
H -0.399 -2.171 -4.110  0.016
H 2.807 -0.156 -6.033  0.132
H 3.498 2.023 -6.791  0.115
H 3.392 3.984 -5.324  0.107
H 2.510 3.864 -3.031  0.090
H 2.248 3.785 -0.948  0.035
H 0.873 3.199 -0.020  0.031
H 0.664 3.450 -1.745  0.053
H 4.135 2.373 -0.724  0.067
H 4.262 0.750 -1.553  0.059
H 3.804 0.821 0.172  -0.024
I 1.141 -3.128 -0.176  -0.034
C -2.253 -1.285 -1.671  -0.271
C -2.242 -2.505 -2.340  -0.184
C -3.457 -3.129 -2.659  -0.112
C -4.726 -2.590 -2.376  -0.061
C -4.710 -1.342 -1.778  -0.200
C -5.948 -0.718 -1.444  -0.130
C -6.045 0.510 -0.919  -0.135
C -4.846 1.253 -0.719  -0.061
C -3.569 0.744 -1.002  -0.204
C -3.474 -0.642 -1.493  -0.161
H -1.333 -3.097 -2.556  0.053
H -3.426 -4.065 -3.100  0.055
H -5.615 -3.086 -2.771  0.096
H -6.810 -1.362 -1.826  0.104
H -6.992 1.038 -0.651  0.098
H -4.941 2.267 -0.380  0.078
C -2.192 1.685 -3.521  -0.030
O -1.569 1.490 -2.165  -0.263
C -2.511 1.624 -1.155  -0.433
C -2.397 2.756 -0.175  -0.074
H -2.811 2.602 -3.538  0.093
H -2.811 0.804 -3.777  0.092
H -1.383 1.822 -4.234  0.060
H -3.065 3.579 -0.340  0.046
H -1.413 3.156 -0.211  0.031
H -2.552 2.351 0.853  0.066
C 5.710 -0.506 3.304  -0.513
Te 4.384 -1.678 2.089  1.019
C 3.405 -2.401 3.874  -0.462
H 5.747 0.559 2.941  -0.006
H 6.758 -0.866 3.384  -0.004
H 5.303 -0.361 4.286  -0.030
H 3.445 -1.642 4.696  0.009
H 3.958 -3.346 4.121  -0.003
H 2.362 -2.636 3.593  -0.017

---

ORCA calculation (ωB97M-V/def2-TZVPD) on a molecular structure, C35H43N10O3PS4W.

Results
frontier orbital gap (spin up / spin down): 0.180 / 0.167 Ha
expectation value of S²: 2.02
ΔE to the lowest compared entry with this formula, charge and spin: 22.27 kcal per mole
energy: -4134.037243 a.u.
spin multiplicity: 3
max |F|: 0.526 eV/Å

Each line ends with the Löwdin charge.
Atoms and positions in Å:
W 0.279 -0.531 1.003  1.023
N 1.795 -4.651 -0.504  0.091
C 1.129 -3.520 -0.170  -0.834
S 1.874 -2.452 0.964  0.734
N 0.007 -3.274 -0.774  -0.010
N -0.579 -2.093 -0.374  -0.172
C -1.812 -2.024 -0.709  -0.072
C -2.546 -0.842 -0.347  -0.277
C -3.904 -0.731 -0.592  -0.001
C -4.554 0.437 -0.242  -0.036
C -3.797 1.468 0.282  -0.030
C -2.442 1.279 0.491  -0.161
N -1.815 0.127 0.232  -0.016
H 2.526 -4.959 0.116  0.090
H 1.265 -5.368 -0.974  0.106
H -2.276 -2.851 -1.232  0.142
H -4.428 -1.564 -1.041  0.126
H -5.619 0.548 -0.398  0.123
H -4.239 2.419 0.542  0.124
H -1.836 2.066 0.915  0.038
S -0.131 1.419 2.398  0.663
C -1.551 0.953 3.335  -0.648
C -2.283 1.943 3.990  -0.119
C -3.378 1.606 4.766  -0.086
C -3.755 0.273 4.891  -0.085
C -3.036 -0.714 4.241  -0.115
C -1.930 -0.385 3.457  -0.642
S -1.021 -1.668 2.662  0.645
H -1.975 2.978 3.896  0.104
H -3.932 2.380 5.280  0.104
H -4.607 0.004 5.502  0.104
H -3.320 -1.754 4.337  0.102
C 0.807 1.692 -4.926  -0.128
C 0.111 2.891 -4.275  -0.552
C -0.437 3.799 -5.382  -0.123
P -1.075 2.268 -2.971  1.081
C -1.459 3.776 -1.941  -0.564
C -0.427 3.907 -0.818  -0.145
C -1.613 5.131 -2.632  -0.115
C -2.616 1.973 -3.998  -0.547
C -2.737 0.464 -4.248  -0.132
C -3.907 2.500 -3.380  -0.110
H 1.466 2.023 -5.732  0.085
H 0.075 1.009 -5.363  0.067
H 1.400 1.132 -4.211  0.032
H 0.859 3.443 -3.693  0.094
H -0.836 3.198 -6.202  0.076
H 0.370 4.406 -5.798  0.085
H -1.224 4.471 -5.052  0.048
H -2.421 3.524 -1.482  0.075
H 0.499 4.350 -1.196  0.079
H -0.170 2.955 -0.347  0.006
H -0.799 4.574 -0.036  0.087
H -0.692 5.423 -3.138  0.073
H -1.831 5.901 -1.887  0.083
H -2.419 5.141 -3.366  0.061
H -2.485 2.468 -4.961  0.087
H -3.119 -0.036 -3.354  0.054
H -1.776 0.007 -4.489  0.051
H -3.428 0.260 -5.069  0.080
H -4.044 2.118 -2.370  0.045
H -4.762 2.164 -3.973  0.085
H -3.938 3.588 -3.339  0.064
N 3.237 -1.187 -3.623  0.154
C 2.873 -0.273 -2.680  -0.375
C 1.851 -0.570 -1.759  -0.086
N 1.492 0.295 -0.825  -0.048
C 2.080 1.505 -0.853  -0.175
C 3.064 1.787 -1.774  -0.098
N 3.490 0.901 -2.671  0.142
H 3.013 -2.155 -3.475  0.104
H 4.078 -0.987 -4.138  0.109
H 1.360 -1.530 -1.795  0.086
H 1.769 2.231 -0.119  0.089
H 3.548 2.756 -1.773  0.121
O 4.886 -1.918 8.487  -0.370
S 5.841 -0.867 8.772  0.386
O 5.293 0.302 9.441  -0.358
O 7.127 -1.319 9.250  -0.356
C 6.194 -0.165 7.124  -0.325
N 7.386 0.397 6.897  0.132
C 7.593 0.883 5.684  -0.116
C 6.638 0.835 4.678  -0.006
C 5.423 0.274 5.030  -0.233
N 5.201 -0.222 6.239  0.161
C 4.284 0.133 4.086  -0.106
C 4.174 0.861 2.907  0.020
C 3.100 0.642 2.073  -0.143
N 2.128 -0.237 2.346  -0.265
C 2.220 -0.926 3.501  -0.180
C 3.267 -0.770 4.380  0.048
H 8.569 1.322 5.500  0.109
H 6.844 1.211 3.686  0.098
H 4.916 1.595 2.626  0.115
H 3.016 1.194 1.152  0.075
H 1.420 -1.621 3.709  0.060
H 3.304 -1.329 5.306  0.133

---

- Number 3 is which compound?
  C35H43IN4O3P2STbTe